(1)
Entry from the OMol25 dataset: C3H4Br3N4 as an isolated structure (wB97M-V/def2-TZVPD).

XYZ file:
```
14
Properties=species:S:1:pos:R:3:nbo_charge:R:1
Br -3.3429 1.4830 0.6241 0.18
Br -0.5962 -2.8908 0.6447 0.22
Br 0.3737 -0.6722 -2.5193 0.27
N 0.7317 -0.4438 0.2209 -0.28
N -1.6011 -0.3558 0.2890 -0.46
N -0.7452 1.4407 -0.8117 -0.65
N 1.4461 -0.4510 1.3840 -0.63
C -1.6081 0.9860 -0.0064 0.36
C 0.9884 0.1072 -0.9767 0.12
C -0.5708 -1.0617 0.3023 0.37
H 1.7902 -1.3724 1.7346 0.41
H 1.9192 0.6439 -1.1313 0.26
H -0.9680 2.3930 -1.1882 0.42
H 2.1831 0.1939 1.4341 0.40
```

The value obtained for the energy relative to the best compared isomer or geometry (same formula, charge and spin) is 177.8 kJ/mol. As for the total charge: +1. Its molar mass is 335.80 g mol⁻¹.



(2)
Entry from the OMol25 dataset: an isolated ion of composition C6H7F9N3OS and charge +1 (wB97M-V/def2-TZVPD).

XYZ file:
```
27
Properties=species:S:1:pos:R:3:nbo_charge:R:1
S -3.4308 -0.6384 0.1043 2.38
F -3.6318 -1.0420 -1.4080 -0.44
F -2.8849 1.2904 -1.6103 -0.28
F -0.5548 2.1078 -0.7847 -0.31
F -4.7672 0.1929 0.0954 -0.44
F -2.0777 -1.4976 0.1236 -0.49
F -3.1953 -0.2934 1.6353 -0.46
F -0.5041 0.0103 -1.3669 -0.34
F -2.8236 1.8872 0.4823 -0.30
F -4.2116 -1.9196 0.5416 -0.43
O 4.9865 0.9826 0.0342 -0.63
N 1.8994 -0.4218 0.2232 -0.12
N 3.4658 -0.3239 -1.2100 -0.51
N 2.8908 0.2760 0.8292 -0.24
C 0.6505 -0.6704 0.9422 -0.22
C -2.4841 0.9272 -0.3917 0.46
C -0.9296 0.8608 -0.3855 0.64
C 2.2355 -0.7826 -0.9948 0.28
C -0.2505 0.5626 0.9531 -0.50
C 3.8467 0.3288 -0.0575 0.63
H 0.1811 -1.5547 0.5325 0.25
H 1.5800 -1.3241 -1.6532 0.27
H 3.9998 -0.4214 -2.0614 0.47
H 5.6630 0.4737 0.5006 0.53
H 0.3755 1.4192 1.1957 0.26
H -0.9632 0.4648 1.7637 0.27
H 0.9346 -0.8941 1.9671 0.26
```

The value obtained for the energy relative to the best compared isomer or geometry (same formula, charge and spin) is 0.0 kJ/mol. The SMILES is Oc1nn(CCC(F)(F)C(F)(F)S(F)(F)(F)(F)F)c[nH+]1. As for the total charge: +1. Its molar mass is 340.19 g mol⁻¹.



(3)
Entry from the OMol25 dataset: one molecule with the formula C3H4N4O (wB97M-V/def2-TZVPD).

XYZ file:
```
12
Properties=species:S:1:pos:R:3:nbo_charge:R:1
O 0.4691 -1.3542 -0.4134 -0.40
N -0.3322 -0.9603 0.7495 -0.33
N 1.9258 0.4544 0.1450 -0.51
N -2.4906 -0.1821 -0.1400 -0.66
N -0.4950 1.3699 -0.2587 -0.47
C 1.6830 -0.6890 -0.2325 0.47
C 0.8044 1.3839 0.1399 0.28
C -1.1700 0.0163 -0.0171 0.50
H -1.0407 -1.5406 0.6737 0.36
H -2.8930 0.7130 -0.3999 0.37
H 2.3353 -1.6346 -0.5459 0.20
H 1.2038 2.4233 0.2995 0.19
```

The value obtained for the energy relative to the best compared isomer or geometry (same formula, charge and spin) is 532.4 kJ/mol. The SMILES is [H]/N=C1\N=CN=CON1. As for the total charge: 0. Its molar mass is 112.09 g mol⁻¹.



These records have HOMO energy values of -13.9936, -15.2964, -10.1076 eV, in the order they appear.